{"formula": "C10H13ClN2O", "method": "ωB97M-V with the def2-TZVPD basis set", "homo_energy_ev": -8.0, "relative_energy_kcal_mol": 38.9, "largest_force_ev_per_a": 3.3, "spin_multiplicity": 1, "smiles": "Clc1ccc(NC[C@@H]2CCCO2)cn1", "gap_ev": 8.6, "e_tot_ev": -28129.854, "symbols": ["Cl", "C", "C", "C", "C", "N", "C", "C", "C", "C", "C", "O", "C", "N", "H", "H", "H", "H", "H", "H", "H", "H", "H", "H", "H", "H", "H"], "coordinates": [[-5.59542, -1.29475, 0.14497], [-4.06422, -0.45211, -0.04174], [-3.96355, 0.80196, 0.56056], [-2.76479, 1.42089, 0.35048], [-1.70333, 0.76293, -0.44421], [-0.52360, 1.44719, -0.57384], [0.61315, 0.69124, -1.08251], [1.24462, -0.36873, -0.24626], [1.91091, 0.00304, 1.06742], [3.07032, -1.01368, 1.20773], [3.49746, -1.02446, -0.26757], [2.32428, -0.94390, -1.07961], [-2.02159, -0.50762, -0.97982], [-3.23088, -1.05202, -0.83478], [-4.76105, 1.34803, 1.12042], [-2.59156, 2.51060, 0.55297], [-0.43575, 2.22307, 0.13770], [1.34168, 1.47658, -1.28333], [0.23126, 0.24493, -1.98553], [0.51901, -1.22602, -0.14695], [1.20144, -0.19533, 1.95926], [2.17656, 1.07260, 1.12937], [3.81741, -0.65481, 1.83967], [2.82465, -2.01441, 1.59479], [4.01577, -1.95260, -0.54171], [4.24774, -0.26708, -0.51670], [-1.38050, -1.03554, -1.64076]]}



{"formula": "C10H13ClMnNO4SeSi", "method": "ωB97M-V with the def2-TZVPD basis set", "charge": -1, "homo_energy_ev": [-4.7, -4.4], "relative_energy_kcal_mol": 0.0, "largest_force_ev_per_a": 1.5, "s_squared": 0.817, "spin_multiplicity": 2, "gap_ev": [7.0, 6.7], "e_tot_ev": -137331.485, "symbols": ["Mn", "O", "C", "O", "C", "O", "O", "Cl", "C", "C", "C", "C", "N", "C", "H", "H", "H", "H", "C", "Si", "C", "C", "Se", "H", "H", "H", "H", "H", "H", "H", "H", "H"], "coordinates": [[0.19224, -0.41848, 0.00252], [2.73028, 2.40919, 0.99689], [1.86276, 1.69675, 0.55130], [1.58158, 0.48925, 0.97204], [0.92847, 2.16317, -0.61773], [1.01014, 3.26554, -1.10438], [0.06785, 1.24202, -0.97325], [-4.33978, 2.33176, 1.10803], [-3.67598, 0.79063, 0.67175], [-4.47258, -0.18056, 0.09759], [-3.88900, -1.39670, -0.20108], [-2.54345, -1.58396, 0.06304], [-1.77364, -0.62679, 0.57834], [-2.33518, 0.53849, 0.89651], [-5.51889, 0.00961, -0.10031], [-4.46678, -2.19167, -0.65220], [-2.03995, -2.51484, -0.15168], [-1.69094, 1.28847, 1.33546], [1.49270, -5.73148, -0.51776], [0.07860, -4.54031, -0.27047], [-0.50556, -4.67578, 1.50691], [-1.35746, -5.02743, -1.37938], [0.84747, -2.48782, -0.77444], [1.18272, -6.77011, -0.35832], [2.28942, -5.49062, 0.19002], [1.90170, -5.63664, -1.52620], [-0.70398, -5.71878, 1.77988], [-1.42384, -4.10264, 1.66441], [0.25612, -4.27830, 2.18099], [-1.49674, -6.11377, -1.40464], [-1.18710, -4.67301, -2.39737], [-2.28678, -4.57980, -1.01486]]}



{"formula": "C46H63N6O6PPbS2", "method": "ωB97M-V with the def2-TZVPD basis set", "homo_energy_ev": -6.9, "relative_energy_kcal_mol": 13.0, "largest_force_ev_per_a": 0.4, "spin_multiplicity": 1, "gap_ev": 7.4, "e_tot_ev": -106159.243, "symbols": ["Pb", "N", "C", "N", "C", "C", "S", "C", "C", "S", "C", "N", "N", "H", "H", "H", "H", "H", "H", "C", "C", "C", "O", "C", "C", "O", "C", "O", "C", "C", "C", "C", "C", "C", "C", "C", "C", "C", "C", "C", "C", "O", "C", "C", "C", "C", "C", "C", "C", "C", "C", "C", "C", "C", "H", "H", "H", "H", "H", "H", "H", "H", "H", "H", "H", "H", "H", "H", "H", "H", "H", "H", "H", "H", "H", "H", "H", "H", "H", "H", "H", "H", "O", "H", "H", "O", "H", "H", "N", "N", "H", "H", "H", "H", "C", "C", "C", "P", "C", "C", "C", "C", "C", "C", "H", "H", "H", "H", "H", "H", "H", "H", "H", "H", "H", "H", "H", "H", "H", "H", "H", "H", "H", "H", "H"], "coordinates": [[-0.46504, -0.61728, -0.05617], [2.41804, -2.28748, -1.85970], [1.22136, -2.58229, -2.39256], [0.05935, -2.30552, -1.83424], [-0.99688, -2.76775, -2.61537], [-0.63479, -3.41277, -3.74326], [1.08475, -3.44551, -3.88924], [-2.36942, -2.45444, -2.20317], [-3.49432, -2.80296, -2.86141], [-4.87292, -2.10304, -2.07514], [-3.81814, -1.34692, -0.86592], [-2.53153, -1.66778, -1.08413], [-4.23215, -0.58262, 0.10876], [2.40245, -1.56430, -1.10898], [3.18715, -2.23815, -2.50784], [-1.26896, -3.83321, -4.50448], [-3.59019, -3.38824, -3.76018], [-5.23369, -0.44370, 0.09814], [-3.20791, 0.04430, 1.20727], [0.63851, 7.03376, -1.11296], [0.95888, 6.36172, 0.20079], [1.51501, 7.34629, 1.22321], [-0.21259, 5.73566, 0.70701], [0.15383, 4.53006, 1.36802], [1.68407, 4.39585, 1.05433], [1.85922, 5.29646, -0.03155], [2.42894, 3.07908, 0.73805], [1.72147, 2.36598, -0.24123], [2.66317, 2.22127, 1.98943], [2.03645, 2.43483, 3.20975], [2.30580, 1.61877, 4.30298], [3.19687, 0.56389, 4.18898], [3.82736, 0.33437, 2.97142], [3.57077, 1.16479, 1.89163], [3.80762, 3.50254, 0.19719], [4.13502, 3.28734, -1.13202], [5.37397, 3.68130, -1.62417], [6.29305, 4.30100, -0.79223], [5.96901, 4.51996, 0.54137], [4.73694, 4.11836, 1.03094], [-0.94875, 3.47477, 1.08125], [-0.47168, 2.28043, 1.68710], [-1.35652, 3.22384, -0.37555], [-0.68268, 3.71736, -1.48526], [-1.13447, 3.43425, -2.76907], [-2.23533, 2.61255, -2.96982], [-2.90467, 2.09659, -1.86942], [-2.48040, 2.42343, -0.58931], [-2.18085, 3.98583, 1.85011], [-3.04878, 4.91009, 1.27306], [-4.13070, 5.40270, 1.98475], [-4.36366, 4.97984, 3.28726], [-3.50072, 4.06619, 3.87091], [-2.41402, 3.57597, 3.15688], [-0.06797, 7.84670, -0.94689], [0.19791, 6.31821, -1.80407], [1.55164, 7.44194, -1.54608], [0.79331, 8.14564, 1.38849], [2.44808, 7.77452, 0.85630], [1.70456, 6.86120, 2.18078], [0.07784, 4.68847, 2.45019], [2.19746, 4.81242, 1.92908], [1.31573, 3.23117, 3.32515], [1.81182, 1.81389, 5.24720], [3.41208, -0.06597, 5.04372], [4.53771, -0.47745, 2.86834], [4.08868, 0.99836, 0.95382], [3.40695, 2.81190, -1.77557], [5.61918, 3.50429, -2.66436], [7.25755, 4.60858, -1.17591], [6.68131, 4.99826, 1.20227], [4.50201, 4.27453, 2.07864], [0.19946, 4.32101, -1.35986], [-0.61020, 3.85568, -3.62052], [-2.57094, 2.37958, -3.97287], [-3.76502, 1.45060, -1.99726], [-3.04109, 2.04556, 0.25787], [-2.87294, 5.24119, 0.25813], [-4.79710, 6.11839, 1.51953], [-5.21287, 5.36020, 3.84082], [-3.67111, 3.72999, 4.88634], [-1.74127, 2.86621, 3.62129], [1.93877, -0.30065, -0.03793], [2.35043, -0.36128, 0.83190], [1.80942, 1.39027, -0.11068], [-2.46163, 0.35490, 1.84755], [-2.70318, -0.00358, 2.70680], [-1.23416, 1.67126, 1.75119], [2.45388, 0.38234, -3.91828], [1.37724, 0.48920, -2.97817], [2.91051, 1.27717, -4.06599], [2.06165, 0.08867, -4.80303], [0.86536, 1.35765, -3.08574], [1.79505, 0.50195, -2.05401], [-2.67764, -2.98864, 2.23875], [-1.36917, -3.77334, 2.34006], [-1.32653, -4.51043, 3.68002], [0.11267, -2.75181, 1.88076], [0.86440, -1.94735, 3.36542], [-0.11237, -0.92521, 3.95224], [1.45363, -2.83215, 4.46451], [1.34766, -3.97556, 1.22687], [2.75595, -3.37734, 1.20220], [1.36834, -5.36470, 1.86556], [-3.52149, -3.68239, 2.24158], [-2.74780, -2.38993, 1.33453], [-2.80085, -2.32903, 3.10113], [-1.37468, -4.51745, 1.53440], [-1.40995, -3.80528, 4.50854], [-0.42603, -5.10213, 3.82411], [-2.18476, -5.18407, 3.74441], [1.69029, -1.37753, 2.92102], [-1.01639, -1.40845, 4.33236], [-0.40182, -0.17275, 3.21773], [0.36278, -0.40516, 4.78574], [0.68561, -3.39068, 4.99610], [1.95723, -2.19242, 5.19416], [2.18961, -3.53956, 4.08702], [1.02035, -4.09224, 0.18725], [3.16686, -3.28250, 2.20888], [2.77645, -2.40055, 0.72497], [3.41768, -4.03479, 0.63552], [1.65310, -5.32922, 2.91750], [2.11140, -5.97582, 1.34756], [0.41146, -5.87952, 1.78626]]}



{"formula": "C6H10", "method": "ωB97M-V with the def2-TZVPD basis set", "homo_energy_ev": -7.6, "relative_energy_kcal_mol": 103.2, "largest_force_ev_per_a": 0.3, "spin_multiplicity": 1, "gap_ev": 8.8, "e_tot_ev": -6379.383, "symbols": ["C", "C", "C", "C", "C", "C", "H", "H", "H", "H", "H", "H", "H", "H", "H", "H"], "coordinates": [[1.09679, -0.57783, -0.94734], [-0.21943, -1.21379, -0.60270], [-0.95229, -0.86729, 0.52662], [-0.44706, 0.15994, 1.44027], [0.24683, 1.63569, -0.16277], [0.36197, 0.70157, -1.16808], [1.83724, -0.52624, -0.14209], [1.55689, -1.02395, -1.83103], [-0.68503, -1.85039, -1.34956], [-2.02975, -1.02419, 0.52254], [-0.63108, -1.23169, 1.68629], [0.59626, 0.13865, 1.72932], [-1.13158, 0.61990, 2.14788], [1.08859, 1.82530, 0.49821], [-0.44536, 2.46738, -0.27910], [-0.24299, 0.76692, -2.06845]]}



{"formula": "C2H4N4O", "method": "ωB97M-V with the def2-TZVPD basis set", "homo_energy_ev": -9.6, "relative_energy_kcal_mol": 60.2, "largest_force_ev_per_a": 6.9, "spin_multiplicity": 1, "smiles": "[H]/N=c1\\[nH][nH]c(=O)[nH]1", "gap_ev": 10.2, "e_tot_ev": -10144.522, "symbols": ["H", "N", "C", "N", "N", "C", "O", "N", "H", "H", "H"], "coordinates": [[2.86905, -0.10206, 0.23198], [2.15613, -0.73582, 0.02257], [1.01764, -0.28090, -0.11318], [0.38248, 1.06885, -0.18694], [-1.04295, 1.06458, -0.09757], [-1.43396, -0.28033, -0.03699], [-2.44613, -0.90519, 0.09384], [-0.20960, -1.02921, -0.27952], [0.66970, 1.43151, 0.93493], [-1.86796, 1.72577, -0.36059], [-0.09441, -1.95719, -0.20852]]}



{"formula": "C5H10BF4N2O4V", "method": "ωB97M-V with the def2-TZVPD basis set", "homo_energy_ev": [-9.4, -9.9], "relative_energy_kcal_mol": 1.4, "largest_force_ev_per_a": 0.6, "s_squared": 2.010, "spin_multiplicity": 3, "gap_ev": [8.7, 9.7], "e_tot_ev": -53760.356, "symbols": ["V", "N", "C", "C", "O", "N", "C", "C", "O", "O", "H", "H", "H", "H", "H", "H", "C", "O", "H", "H", "H", "H", "F", "B", "F", "F", "F"], "coordinates": [[-0.68570, 0.55100, 0.23785], [1.26842, 0.88069, 1.18970], [2.29520, 1.25113, 0.19732], [1.90696, 0.70616, -1.16920], [2.72887, 0.54721, -2.05164], [0.57576, 0.46586, -1.26089], [0.05729, -0.05805, -2.51467], [-1.37425, -0.50633, -2.28032], [-2.00670, -1.10647, -3.10993], [-1.83302, -0.17116, -1.08367], [1.21476, 1.55260, 1.94779], [1.48680, -0.01397, 1.61789], [3.29210, 0.90313, 0.46243], [2.33488, 2.33822, 0.12144], [0.65787, -0.88574, -2.89859], [0.05530, 0.69293, -3.30985], [-0.29164, -2.49542, 0.07226], [-0.46194, -1.39936, 1.00885], [-1.25476, -2.79085, -0.33789], [0.19118, -3.32072, 0.59058], [0.34870, -2.13301, -0.72448], [-1.15695, -1.61675, 1.64508], [-1.16894, 2.15336, 1.40932], [-1.93902, 1.32199, 2.42775], [-2.62713, 0.47064, 1.52702], [-2.65598, 2.10715, 3.23361], [-0.95805, 0.55576, 3.05225]]}



{"formula": "C4H12", "method": "ωB97M-V with the def2-TZVPD basis set", "homo_energy_ev": -11.0, "relative_energy_kcal_mol": 32.8, "largest_force_ev_per_a": 5.7, "spin_multiplicity": 1, "smiles": "CC.CC", "gap_ev": 12.0, "e_tot_ev": -4341.107, "symbols": ["C", "C", "H", "H", "H", "H", "H", "H", "C", "C", "H", "H", "H", "H", "H", "H"], "coordinates": [[-1.33935, -1.94270, -1.12467], [-1.44159, -0.80104, -2.04191], [-0.39409, -2.06050, -0.58092], [-2.26669, -1.78239, -0.30933], [-1.50394, -2.87577, -1.53315], [-2.42702, -0.19670, -2.17000], [-0.82722, -0.05943, -1.66437], [-1.16849, -1.19618, -2.99467], [1.83157, 1.70942, 0.96366], [1.02796, 1.05217, 2.09069], [2.87764, 1.77737, 1.09120], [1.64159, 1.00949, 0.05559], [1.59614, 2.79054, 0.81509], [0.69966, 1.66991, 2.86223], [0.06648, 0.59002, 1.83101], [1.62737, 0.31579, 2.70955]]}



{"formula": "C4H8N4", "method": "ωB97M-V with the def2-TZVPD basis set", "homo_energy_ev": -8.0, "relative_energy_kcal_mol": 161.1, "largest_force_ev_per_a": 9.8, "spin_multiplicity": 1, "smiles": "CC1=NN[C@H](C)N=N1", "gap_ev": 7.7, "e_tot_ev": -10231.257, "symbols": ["C", "C", "N", "N", "C", "C", "N", "N", "H", "H", "H", "H", "H", "H", "H", "H"], "coordinates": [[-2.48374, 0.13021, 0.33138], [-1.14950, 0.25106, -0.49314], [-0.63236, -0.94255, -0.79988], [0.63996, -0.81015, -0.96197], [1.42479, 0.20257, -0.62702], [1.77732, 0.01103, 0.93170], [0.76602, 1.53520, -0.75725], [-0.50922, 1.31542, -0.78234], [-2.88203, 1.25720, 0.28297], [-2.93733, -0.91798, -0.20286], [-2.47918, -0.06577, 1.56758], [0.90429, -1.84960, -1.26074], [2.33199, 0.01939, -1.11446], [1.97369, -1.09525, 1.23889], [2.62312, 0.79974, 1.46157], [0.63216, 0.15946, 1.18557]]}



{"formula": "C3H11NO3", "method": "ωB97M-V with the def2-TZVPD basis set", "homo_energy_ev": -9.6, "relative_energy_kcal_mol": 69.2, "largest_force_ev_per_a": 4.0, "spin_multiplicity": 1, "smiles": "OCCNCO.O", "gap_ev": 10.3, "e_tot_ev": -10920.006, "symbols": ["O", "C", "C", "N", "C", "O", "H", "H", "H", "H", "H", "H", "H", "H", "H", "O", "H", "H"], "coordinates": [[-1.91332, 1.51106, 1.52149], [-1.46223, 1.55954, 0.11625], [0.08646, 1.28728, -0.01491], [0.26645, -0.28682, 0.13366], [1.67896, -0.78233, -0.36536], [2.34375, -1.33310, 0.77663], [-2.25699, 0.55090, 1.63020], [-1.68400, 2.62086, -0.24709], [-1.90624, 0.71505, -0.47426], [0.65132, 1.62983, 0.84826], [0.62367, 1.71165, -0.95317], [0.19281, -0.31268, 1.14368], [2.16821, 0.09344, -0.70923], [1.42912, -1.34448, -1.26994], [3.07519, -1.84675, 0.39507], [-1.27144, -1.94393, -1.18317], [-1.19603, -2.66350, -0.56933], [-0.82569, -1.16601, -0.77879]]}



{"formula": "C2H4FNO", "method": "ωB97M-V with the def2-TZVPD basis set", "homo_energy_ev": [-9.9, -9.9], "relative_energy_kcal_mol": 70.0, "largest_force_ev_per_a": 4.6, "spin_multiplicity": 1, "gap_ev": [9.9, 9.9], "e_tot_ev": -8391.213, "symbols": ["C", "C", "N", "O", "F", "H", "H", "H", "H"], "coordinates": [[-0.06090, 0.68745, 1.41338], [-0.15550, -0.71286, -0.93624], [-0.25398, 0.65855, -0.60592], [-0.38809, -0.24506, 2.03971], [0.69174, 1.70830, 1.80369], [-0.48465, -1.24941, 0.05449], [-0.79299, -0.89819, -1.72365], [0.88027, -1.14594, -1.23512], [0.56410, 1.19716, -0.81033]]}



{"formula": "C4H3NO", "method": "ωB97M-V with the def2-TZVPD basis set", "homo_energy_ev": -8.7, "relative_energy_kcal_mol": 95.7, "largest_force_ev_per_a": 4.9, "spin_multiplicity": 1, "gap_ev": 7.7, "e_tot_ev": -7728.592, "symbols": ["C", "C", "C", "C", "N", "O", "H", "H", "H"], "coordinates": [[-0.05551, 0.69851, 0.39197], [-1.05595, 0.02559, 0.96272], [0.68850, -0.24814, -0.45730], [0.06164, -1.64997, 0.10541], [1.28575, 0.41663, -1.32865], [-0.84492, -1.30764, 0.94686], [0.14795, 1.73146, 0.12461], [-1.81637, 0.39136, 1.51942], [1.58893, -0.05780, -2.26504]]}



{"formula": "CH4BF", "method": "ωB97M-V with the def2-TZVPD basis set", "homo_energy_ev": -10.7, "relative_energy_kcal_mol": 39.4, "largest_force_ev_per_a": 3.6, "spin_multiplicity": 1, "gap_ev": 10.3, "e_tot_ev": -4492.505, "symbols": ["B", "C", "F", "H", "H", "H", "H"], "coordinates": [[0.26253, -0.50124, -0.46861], [-0.44145, 0.38802, 0.59273], [-0.71849, 0.12537, 1.83182], [0.14321, 0.07379, -1.56720], [0.15188, -1.66314, -0.30398], [-0.57842, 1.43198, 0.16692], [1.18074, 0.14522, -0.25167]]}



- Number 6 is which compound?
  C5H10BF4N2O4V